Entry 1:
# C36H32BrIN3O2SSbZn

A structure of composition C36H32BrIN3O2SSbZn (the ωB97M-V functional and the def2-TZVPD basis, the Open Molecules 2025 dataset).

Values from the calculation:
max |F| = 0.9 eV Å⁻¹
energy above the lowest of the compared OMol25 structures with the same formula, charge and spin = 0.211 eV
HOMO-LUMO gap = 0.31239 hartree
highest occupied orbital energy = -0.29391 Ha

Geometry (Å):
Zn  -0.21  0.57  -0.26
C  -4.73  5.32  4.85
C  -3.66  4.65  4.03
C  -2.47  4.20  4.63
C  -1.47  3.60  3.88
C  -1.66  3.45  2.51
C  -2.82  3.89  1.89
C  -3.81  4.49  2.66
S  -0.45  2.61  1.57
O  -0.83  2.74  0.14
O  0.83  3.15  1.94
N  -0.52  1.05  1.94
C  -1.87  0.54  1.86
C  -2.71  0.44  2.96
C  -4.00  -0.01  2.76
C  -4.41  -0.35  1.48
C  -3.49  -0.27  0.45
N  -2.24  0.15  0.64
H  -4.75  4.93  5.87
H  -5.71  5.18  4.41
H  -4.55  6.40  4.91
H  -2.34  4.32  5.70
H  -0.56  3.26  4.34
H  -2.94  3.75  0.83
H  -4.72  4.83  2.18
H  -2.35  0.74  3.94
H  -4.68  -0.09  3.59
H  -5.41  -0.71  1.28
H  -3.74  -0.58  -0.56
I  -1.30  -2.41  -1.71
C  -0.05  -0.66  -1.85
H  -0.38  -0.20  -2.78
H  0.96  -1.05  -2.01
C  -0.13  -7.15  2.94
C  0.50  -6.30  3.83
C  0.77  -4.98  3.48
C  0.42  -4.49  2.22
C  -0.24  -5.36  1.34
C  -0.51  -6.67  1.69
Sb  0.76  -2.46  1.60
C  2.30  -2.91  0.16
C  2.04  -3.78  -0.90
C  2.97  -4.00  -1.90
C  4.20  -3.34  -1.87
C  4.48  -2.47  -0.82
C  3.54  -2.26  0.18
C  2.10  -1.97  3.20
C  3.31  -2.63  3.42
C  4.14  -2.28  4.47
C  3.77  -1.24  5.33
C  2.58  -0.57  5.12
C  1.75  -0.93  4.06
H  -0.34  -8.18  3.21
H  0.79  -6.66  4.81
H  1.27  -4.34  4.20
H  -0.58  -5.00  0.37
H  -1.02  -7.32  0.99
H  1.09  -4.30  -0.96
H  2.74  -4.68  -2.71
H  4.92  -3.50  -2.66
H  5.43  -1.96  -0.78
H  3.79  -1.60  0.99
H  3.60  -3.45  2.76
H  5.07  -2.81  4.63
H  4.42  -0.96  6.15
H  2.29  0.24  5.78
H  0.83  -0.37  3.89
Br  1.94  1.91  -2.64
C  2.78  1.62  -0.96
C  4.11  1.98  -0.84
C  4.71  1.82  0.40
C  3.96  1.33  1.46
C  2.64  1.00  1.22
N  2.05  1.12  0.02
H  4.65  2.38  -1.69
H  5.74  2.10  0.54
H  4.37  1.20  2.45
H  2.01  0.62  2.02

Entry 2:
# C4H9N2

A cluster of 2 separate species, C4H9N2 in total in a non-equilibrium geometry (the ωB97M-V functional and the def2-TZVPD basis, the Open Molecules 2025 dataset).

Values from the calculation:
max |F| = 4.6 eV Å⁻¹
total charge = +1
energy above the lowest of the compared OMol25 structures with the same formula, charge and spin = 2.903 eV
HOMO-LUMO gap = 0.40053 hartree
highest occupied orbital energy = -0.51933 Ha

Geometry (Å):
C  0.87  0.37  2.81
C  0.05  0.85  -0.70
C  0.54  -0.27  -1.21
C  0.15  -1.66  -1.18
N  0.05  0.12  2.06
N  -1.12  1.05  0.05
H  1.67  0.64  3.54
H  0.59  1.72  -0.75
H  1.41  -0.06  -1.73
H  1.15  -2.14  -1.07
H  -0.18  -2.03  -2.24
H  -0.78  -1.92  -0.52
H  -1.12  1.63  0.95
H  -1.45  0.18  0.56
H  -1.83  1.52  -0.56

Entry 3:
# C5H10O2

The molecule C5H10O2 in a non-equilibrium geometry (the ωB97M-V functional and the def2-TZVPD basis, the Open Molecules 2025 dataset).

Values from the calculation:
max |F| = 1.2 eV Å⁻¹
energy above the lowest of the compared OMol25 structures with the same formula, charge and spin = 4.432 eV
HOMO-LUMO gap (spin up / spin down) = 0.30278 / 0.26944 hartree
highest occupied orbital energy (spin up / spin down) = -0.27153 / -0.25382 Ha

Geometry (Å):
C  -0.96  0.62  -1.56
C  -1.60  -0.05  -0.33
C  -0.86  -1.27  0.11
O  0.45  -1.15  0.38
C  1.03  -0.09  0.84
C  2.51  -0.04  0.96
O  -1.69  0.97  0.68
H  -1.29  1.66  -1.65
H  -1.26  0.08  -2.47
H  0.13  0.62  -1.51
H  -2.61  -0.38  -0.60
H  -1.04  -2.21  -0.41
H  -1.89  0.51  1.51
H  0.39  0.75  1.08
H  2.92  0.59  0.16
H  2.79  0.43  1.91
H  2.97  -1.03  0.89

Entry 4:
# C2H3F3N2O

A cluster of 2 separate species, C2H3F3N2O in total in a non-equilibrium geometry (the ωB97M-V functional and the def2-TZVPD basis, the Open Molecules 2025 dataset).

Values from the calculation:
max |F| = 4.8 eV Å⁻¹
energy above the lowest of the compared OMol25 structures with the same formula, charge and spin = 3.753 eV
HOMO-LUMO gap (spin up / spin down) = 0.35657 / 0.35655 hartree
highest occupied orbital energy (spin up / spin down) = -0.33416 / -0.33415 Ha

Geometry (Å):
C  0.40  -1.57  -1.32
C  1.11  -2.08  -2.51
N  -0.47  -2.02  -0.66
N  0.34  0.58  0.11
O  1.04  0.21  -1.01
F  1.88  -3.19  -2.29
F  1.98  -1.20  -3.02
F  0.21  -2.39  -3.40
H  -0.77  -1.66  0.21
H  -0.23  1.39  0.15
H  1.02  0.74  0.86

- Which value of energy above the lowest of the compared OMol25 structures with the same formula, charge and spin does entry 4 give?
  3.753 eV

- max |F| of number 2 (C4H9N2)?
  4.6 eV Å⁻¹

- Look up the energy above the lowest of the compared OMol25 structures with the same formula, charge and spin of the third one.
  4.432 eV